1.
A structure of composition C35H41CrN4O2, computed with ωB97M-V with the def2-TZVPD basis set.

Results
- highest occupied orbital energy (spin up / spin down) (eV) = -3.843 / -4.358
- E_LUMO (spin up / spin down) (eV) = 2.37 / 1.19
- total energy (eV) = -75437.382
- charge = -1
- max |F| (eV Å⁻¹) = 0.392
- multiplicity = 5

CARTESIAN COORDINATES (ANGSTROEM)
Cr 1.76154 0.15991 -0.14223
O 5.10773 2.01215 -1.10694
C 3.99169 1.53992 -0.93230
N 3.65039 0.25427 -0.64788
C 4.48856 -0.66744 -0.01508
C 5.87330 -0.58752 0.11368
C 6.55969 -1.57949 0.81091
C 5.89205 -2.65291 1.37529
C 4.50584 -2.74818 1.25118
C 3.80928 -1.76564 0.57037
N 2.41537 -1.75988 0.31844
C 1.86612 -2.81490 -0.29638
O 2.11200 -4.01270 -0.17299
C 0.91637 -2.39440 -1.41084
C 0.40439 -3.33413 -2.29100
C -0.19839 -2.88769 -3.45517
C -0.28499 -1.52659 -3.69792
C 0.20708 -0.64949 -2.74418
N 0.79363 -1.08290 -1.63425
C 2.71585 2.38926 -0.96275
C 2.81929 3.74645 -0.35237
C 2.70367 3.72220 0.97976
C 2.63893 2.51196 1.83965
C 2.32230 1.22341 1.57594
N 1.56714 1.87284 -1.09597
H 6.39368 0.24630 -0.33196
H 7.63727 -1.50320 0.90733
H 6.44030 -3.41972 1.91027
H 3.95871 -3.58215 1.66778
H 0.54131 -4.38114 -2.06100
H -0.57902 -3.59734 -4.18036
H -0.73131 -1.14368 -4.60591
H 0.16380 0.42920 -2.85131
H 2.94191 4.67122 -0.90411
H 2.74378 4.66564 1.52023
H 2.97116 2.74553 2.85475
H 2.52016 0.59821 2.45360
C -0.88718 0.69058 0.98069
C -1.76740 1.15432 -0.04334
C -2.52349 -0.02387 -0.54271
C -2.12990 -1.06745 0.23804
C -1.16827 -0.63390 1.24793
C -0.91629 -1.43820 2.50096
C -0.48743 -2.87523 2.19431
C 0.12686 -0.78539 3.40249
C -2.26019 -1.48376 3.25434
C -3.59247 -0.17612 -1.62695
C -3.22264 0.46013 -2.98107
C -3.81436 -1.67077 -1.90283
C -4.94294 0.38046 -1.14557
C -2.07145 2.65157 -0.06642
C -3.15777 2.87692 1.01053
C -2.57875 3.22057 -1.39218
C -0.84667 3.49390 0.31969
H -0.28355 1.35717 1.57248
H -2.45098 -2.09463 0.15235
H 0.44970 -2.90125 1.64572
H -1.24715 -3.41269 1.62055
H -0.34123 -3.41212 3.13541
H 1.12088 -0.86395 2.96726
H 0.13830 -1.28568 4.37434
H -0.08795 0.27219 3.56658
H -2.16143 -2.12909 4.13119
H -3.06192 -1.87950 2.62743
H -2.55044 -0.48556 3.59130
H -2.17212 0.30934 -3.21600
H -3.42843 1.52221 -3.02365
H -3.81097 -0.01243 -3.77249
H -2.90143 -2.14771 -2.26888
H -4.59191 -1.77886 -2.66285
H -4.15969 -2.20736 -1.01697
H -4.88623 1.43812 -0.89692
H -5.27408 -0.15591 -0.25316
H -5.70151 0.26158 -1.92502
H -4.05280 2.28326 0.81675
H -3.44009 3.93350 1.02342
H -2.77839 2.60959 1.99796
H -3.57795 2.86911 -1.64135
H -1.89687 2.98919 -2.21092
H -2.63097 4.30800 -1.30450
H -0.45800 3.25385 1.30907
H -1.14136 4.54677 0.33302
H -0.02169 3.34176 -0.37630

In the Mulliken picture, each atom carries the following charge in e: -0.946 -0.782 0.704 0.550 0.499 -0.969 -0.536 -0.655 -0.605 -0.378 1.108 -0.852 -0.785 0.927 -0.802 -0.477 -0.722 -0.679 1.087 0.356 -0.803 -0.605 -0.160 -0.371 -0.205 0.515 0.364 0.365 0.401 0.573 0.409 0.457 0.612 0.382 0.375 0.329 0.386 -1.580 0.645 0.218 -0.285 0.437 2.073 -1.666 -1.557 -1.824 2.326 -1.367 -2.149 -1.824 2.310 -1.781 -2.135 -2.069 0.534 0.369 0.130 0.253 0.491 0.004 0.493 0.261 0.448 0.315 0.382 -0.095 0.242 0.499 0.332 0.536 0.312 0.314 0.314 0.482 0.287 0.457 0.292 0.363 0.278 0.591 0.417 0.571 0.291

2.
A structure of composition C35H42Br15F5N4O5S3 in a non-equilibrium geometry, computed with ωB97M-V with the def2-TZVPD basis set.

Results
- highest occupied orbital energy (eV) = -8.289
- E_LUMO (eV) = -0.28
- total energy (eV) = -1149898.213
- max |F| (eV Å⁻¹) = 3.549

CARTESIAN COORDINATES (ANGSTROEM)
C 2.43892 -3.73526 1.77776
C 3.48912 -3.91175 2.93256
C 4.23152 -2.55546 3.33030
C 3.19664 -1.69645 4.14878
N 3.32220 -0.22242 3.99444
C 2.36614 0.35636 3.10048
C 2.82683 0.65059 1.72073
C 4.25440 0.33219 1.17799
C 4.19503 -0.80912 0.05728
C 5.50995 -1.68378 -0.04103
C 6.77571 -0.75634 0.03082
O 7.07229 -0.12732 -0.94230
O 7.48900 -0.73413 1.22007
C 1.89635 1.27222 0.75089
N 2.36493 1.57452 -0.58585
C 1.83886 0.86631 -1.44089
S 0.96079 -0.02707 -2.44431
C 0.54510 1.54597 1.19969
C 0.06554 1.25977 2.56511
C 0.98932 0.67652 3.55342
C 0.61446 0.37778 5.02354
F -0.63454 0.79449 5.40197
F 0.64925 -1.00145 5.28951
C 1.63062 1.02345 6.10287
F 2.43971 0.06389 6.64862
F 0.90658 1.53733 7.15228
F 2.34624 2.05837 5.57844
N -1.29433 1.59448 2.91158
C -2.26820 1.12891 1.95645
C -3.43826 0.37872 2.41315
S -3.58780 0.04900 4.19879
C -4.46203 -0.06193 1.42480
N -5.60230 -0.80755 1.94136
C -5.23360 -2.22540 2.27851
C -3.94375 -2.75248 1.54062
C -4.34831 0.20810 -0.00389
O -5.24296 -0.18282 -0.99136
C -6.61894 0.18988 -0.71241
C -7.52533 -1.11555 -0.93399
C -6.62814 -2.39092 -1.22689
O -8.26990 -1.40741 0.25634
C -3.15667 0.94170 -0.47819
C -2.97981 1.27862 -2.00161
C -4.12570 2.33152 -2.40095
O -4.68467 1.97676 -3.66581
C -2.16461 1.36929 0.49630
S -0.64376 2.26757 0.00779
H 1.72930 -2.87551 1.92978
H 1.78836 -4.65682 1.78039
H 2.88934 -3.61577 0.76169
H 2.95655 -4.26017 3.86490
H 4.23024 -4.70376 2.65861
H 5.04582 -2.86252 4.04501
H 4.65751 -2.02551 2.44738
H 2.16203 -1.96716 3.80443
H 3.20159 -1.92079 5.25396
H 4.27235 0.08529 3.80873
H 5.01937 0.12826 1.96421
H 4.60027 1.26380 0.64212
H 3.29991 -1.44472 0.26413
H 4.10432 -0.28068 -0.93009
H 5.55245 -2.54493 0.67342
H 5.51178 -2.13702 -1.07097
H 6.88325 -1.09921 1.89356
H -1.41342 2.58031 3.15489
H -4.37683 1.04783 4.73967
H -5.89263 -0.32547 2.79850
H -6.08673 -2.92351 2.08762
H -4.99293 -2.22702 3.37866
H -3.93585 -2.55794 0.43814
H -3.88106 -3.87086 1.66653
H -3.03124 -2.33570 2.03888
H -6.78486 0.62251 0.29954
H -6.93768 0.95288 -1.47199
H -8.17186 -0.98209 -1.84460
H -6.05752 -2.30786 -2.18732
H -5.91996 -2.61305 -0.38653
H -7.30706 -3.29209 -1.29605
H -8.03910 -2.31406 0.51686
H -1.99523 1.75474 -2.22236
H -3.07565 0.32143 -2.57436
H -3.69031 3.36545 -2.39202
H -4.90614 2.27747 -1.58756
H -4.83034 1.01507 -3.69387
C -6.56657 3.74432 1.52129
Br -7.75815 3.90763 3.03882
Br -5.73670 5.43604 1.07259
Br -5.24923 2.34001 1.78363
H -7.17554 3.45483 0.67010
C 2.39831 0.70185 -6.79918
Br 3.91621 -0.42447 -6.39074
Br 0.72367 -0.21393 -6.50146
Br 2.48012 2.38909 -5.85318
H 2.44744 0.92937 -7.85648
C 4.03937 1.82954 -11.19674
Br 3.70855 2.42609 -9.38759
Br 3.25808 0.09111 -11.52769
Br 3.46482 3.13775 -12.49893
H 5.11341 1.72245 -11.30538
C -1.29211 3.10575 -8.57019
Br -0.47096 4.59398 -7.64807
Br 0.02467 1.99420 -9.45163
Br -2.43740 2.07867 -7.39788
H -1.92491 3.52299 -9.34606
C 10.51208 -0.02243 2.71819
Br 9.31101 0.15568 4.22430
Br 11.33195 1.66518 2.25294
Br 11.83090 -1.40608 3.01345
H 9.91101 -0.33015 1.86832

Results of the Mulliken charge analysis, in e, for atoms 1 through 99: -0.835 -0.786 0.626 -0.955 0.210 0.221 -0.161 -1.530 -0.329 -0.449 0.273 -0.538 -0.402 0.296 -0.608 0.325 -0.209 1.034 -0.877 -0.143 0.843 -0.274 -0.324 0.570 -0.224 -0.279 -0.258 0.274 -1.033 0.510 -0.153 -1.757 0.271 -0.475 -0.763 0.274 -0.431 -0.438 0.357 -1.399 -0.613 1.228 -1.302 0.039 -0.565 0.645 -0.406 0.187 0.372 0.220 0.365 0.418 0.467 -0.793 0.192 0.298 0.487 0.453 0.479 0.185 0.341 0.269 0.415 0.358 0.201 0.157 0.503 0.297 0.369 0.131 0.333 0.245 0.075 0.418 0.327 0.256 0.274 0.444 0.359 0.369 0.358 0.358 -0.177 0.357 -0.413 -0.076 -0.060 0.377 0.341 0.232 -0.022 -0.017 0.033 -0.281 -0.348 0.042 -0.034 -0.007 0.383